The following is a DFT calculation (wB97M-V/def2-TZVPD) of C4H7NO in the gas phase.

```
13
Properties=species:S:1:pos:R:3:forces:R:3
C -0.270280 -0.060435 0.470870 -4.700 -1.257 8.026
C -0.667983 1.074787 -0.360936 -4.263 2.678 1.799
C 1.097303 0.287211 -1.114923 5.334 -1.739 0.752
C 1.036467 -0.356585 0.114329 4.390 0.692 -2.344
H -0.621152 -1.588083 1.525868 1.076 -1.794 2.451
H -0.652125 -1.967516 -0.103308 -1.153 0.622 2.127
H -0.460627 0.234664 1.654378 1.077 0.414 -2.699
H -1.754946 1.186088 -0.671362 1.134 -0.305 0.866
H -0.389780 2.025325 0.323564 -0.206 -1.613 -2.117
H 1.921362 0.562759 -1.813866 -0.260 -1.261 0.704
H 1.773827 -0.963331 0.780792 -1.312 1.347 -1.922
N -1.048281 -1.354194 0.704675 -0.457 0.506 -5.890
O 0.036216 0.919309 -1.510081 -0.660 1.709 -1.753
```
Forces are in eV/Å.

Output
HOMO energy = -8.47 eV
Maximum force = 0.1825 Eh/bohr
Charge = 0
SMILES = N[C@H]1C=COC1
Kohn-Sham gap = 9.2858 eV
Lowest unoccupied orbital energy = 0.82 eV



The following is a DFT calculation (wB97M-V/def2-TZVPD) of C4H7NO in the gas phase.

```
13
Properties=species:S:1:pos:R:3:forces:R:3
O 3.246915 -0.923019 -0.179791 -0.419 0.094 -0.276
C 2.354184 -0.746894 -0.968708 0.350 -0.062 0.179
N 0.996840 -0.906186 -0.669252 -0.158 0.346 0.043
C 0.251366 0.112321 -0.548296 0.090 -0.178 0.000
C -1.356975 0.471810 1.298402 -0.019 0.013 0.103
C -1.189035 0.006317 -0.154031 0.007 -0.063 -0.040
H 2.546777 -0.501357 -2.029664 0.009 -0.059 0.011
H -0.673667 -0.079640 1.952092 -0.123 0.069 -0.069
H 0.647867 1.131658 -0.669307 -0.003 -0.099 0.052
H -2.378429 0.296508 1.647183 0.126 0.047 -0.073
H -1.141663 1.540492 1.407119 -0.011 -0.155 -0.029
H -1.796660 0.632448 -0.819670 0.086 -0.100 0.084
H -1.507515 -1.034456 -0.266075 0.064 0.147 0.017
```
Forces are in eV/Å.

Output
HOMO energy = -9.93 eV
Maximum force = 0.0099 Eh/bohr
Charge = 0
SMILES = CC/C=N/C=O
Kohn-Sham gap = 10.6523 eV
Lowest unoccupied orbital energy = 0.72 eV



The following is a DFT calculation (wB97M-V/def2-TZVPD) of C4H7NO in the gas phase.

```
13
Properties=species:S:1:pos:R:3:forces:R:3
O -0.363976 -1.780306 1.342195 -0.503 -0.030 -0.416
C -1.130868 -1.321172 0.526768 0.150 -0.138 0.254
C -0.684673 -0.605171 -0.733821 0.112 0.031 -0.020
C 0.010900 0.722753 -0.388607 -0.302 -0.067 0.067
C 0.986620 0.702345 0.724309 0.081 -0.074 0.287
N 1.449434 0.756782 -0.662356 0.164 0.169 -0.104
H -2.224126 -1.391683 0.707326 0.086 0.016 -0.046
H -1.540102 -0.491397 -1.411005 0.215 0.170 0.138
H 0.070283 -1.219234 -1.236223 -0.107 -0.026 0.114
H -0.558880 1.635252 -0.561034 0.092 -0.199 0.052
H 1.118761 -0.263194 1.199494 0.228 0.262 -0.004
H 1.107937 1.557663 1.386711 -0.082 -0.012 -0.300
H 1.758690 1.697361 -0.893756 -0.134 -0.101 -0.022
```
Forces are in eV/Å.

Output
HOMO energy = -9.58 eV
Maximum force = 0.0127 Eh/bohr
Charge = 0
SMILES = O=CC[C@H]1CN1
Kohn-Sham gap = 10.5059 eV
Lowest unoccupied orbital energy = 0.93 eV



The following is a DFT calculation (wB97M-V/def2-TZVPD) of C4H7NO in the gas phase.

```
13
Properties=species:S:1:pos:R:3:forces:R:3
C 1.513332 1.429211 -0.016775 0.211 0.211 -0.042
C -0.380450 0.394323 -1.009767 -0.022 0.142 -0.221
O 0.532009 0.420356 0.050556 -0.031 -0.089 0.058
C -1.230450 -2.095308 1.272280 0.002 0.072 -0.096
C -1.266733 -1.350079 0.198214 -0.049 0.153 -0.258
N -1.335883 -0.671774 -0.821893 0.059 -0.386 0.614
H 2.500253 0.965812 0.086470 -0.117 0.102 -0.019
H 1.483403 1.975367 -0.968073 0.002 -0.074 0.107
H 1.369977 2.143350 0.802832 0.010 -0.065 -0.142
H 0.129525 0.220391 -1.969510 -0.047 0.023 0.129
H -0.943496 1.337203 -1.086763 0.088 -0.107 0.048
H -1.767800 -1.790291 2.162382 0.021 -0.058 -0.138
H -0.603687 -2.978562 1.300048 -0.128 0.076 -0.039
```
Forces are in eV/Å.

Output
HOMO energy = -8.95 eV
Maximum force = 0.0141 Eh/bohr
Charge = 0
SMILES = C=C=NCOC
Kohn-Sham gap = 9.9519 eV
Lowest unoccupied orbital energy = 1.00 eV



The following is a DFT calculation (wB97M-V/def2-TZVPD) of 2 unconnected molecules or ions with the total composition C4H7NO.

```
13
Properties=species:S:1:pos:R:3:forces:R:3
C -0.532886 -0.471672 -0.515224 -2.036 0.377 -1.833
C 0.731465 -0.155900 -1.192764 0.428 0.397 0.436
C 1.734382 -1.023614 -1.293489 -0.170 0.073 0.215
O -1.541384 0.278872 -0.603694 1.624 -1.419 -0.332
H -0.683555 -1.538608 -0.277157 0.079 0.166 0.531
H 0.823302 0.859895 -1.557809 0.006 0.031 -0.009
H 2.693357 -0.741503 -1.699821 -0.026 -0.005 -0.259
H 1.644423 -2.035990 -0.923882 -0.041 -0.074 0.101
C -1.245215 1.263961 1.795481 -1.402 -0.224 -2.787
N -0.239814 0.579380 1.998501 1.650 -1.624 -0.774
H -0.030090 -0.044138 1.081067 -0.248 1.135 2.084
H -1.717640 1.055153 0.675616 0.172 1.155 2.506
H -1.636345 1.974162 2.513175 -0.035 0.012 0.121
```
Forces are in eV/Å.

Output
HOMO energy = -9.50 eV
Maximum force = 0.0608 Eh/bohr
Charge = 0
SMILES = C=CC=O.C=N
Kohn-Sham gap = 9.1441 eV
Lowest unoccupied orbital energy = -0.36 eV



The following is a DFT calculation (wB97M-V/def2-TZVPD) of a molecular structure, C4H7NO.

```
13
Properties=species:S:1:pos:R:3:forces:R:3
O -0.594219 -0.314294 2.031466 0.067 0.160 -0.010
C -0.711675 -0.485519 0.727087 -0.205 0.126 0.154
C 1.118476 0.154944 -0.034932 0.429 0.186 0.101
N 0.191437 0.402862 -1.158983 -0.011 -0.133 0.035
C 0.212197 -1.030965 -0.963468 0.083 -0.259 -0.486
C -0.928448 0.700908 -0.238361 -0.229 0.127 0.003
H -0.238865 0.578202 2.255937 -0.053 -0.115 -0.007
H 1.103563 0.898995 0.774231 -0.083 -0.164 -0.106
H 2.139846 -0.110858 -0.309781 -0.165 -0.012 0.022
H -0.679967 -1.618686 -1.158428 0.143 0.144 0.121
H 1.095425 -1.522107 -1.383453 -0.092 0.098 0.092
H -0.801248 1.713785 0.188278 0.003 -0.149 0.002
H -1.906523 0.632732 -0.729593 0.114 -0.009 0.080
```
Forces are in eV/Å.

Output
HOMO energy = -7.24 eV
Maximum force = 0.0108 Eh/bohr
Charge = 0
Kohn-Sham gap = 8.0572 eV
Lowest unoccupied orbital energy = 0.82 eV



The following is a DFT calculation (wB97M-V/def2-TZVPD) of C4H7NO in the gas phase.

```
13
Properties=species:S:1:pos:R:3:forces:R:3
C -0.807575 1.607696 -1.372508 -2.010 -0.078 0.425
C -0.068968 -0.345689 -0.130080 -4.554 -3.028 1.967
C 0.689467 -0.773745 1.060650 1.136 3.124 -0.859
C 0.848998 -1.978860 1.588210 0.080 -0.038 -0.465
H -0.302230 2.123774 -2.125318 1.228 0.623 -1.157
H -1.432115 0.863142 -1.815596 0.115 -0.976 -0.615
H -1.642358 2.287253 -1.073653 1.034 -0.074 0.996
H 0.892934 1.398145 -0.079570 -0.752 0.063 -0.143
H 1.089712 0.129609 1.501046 2.506 -0.002 -0.481
H 1.583728 -2.712034 1.535619 2.862 0.035 1.683
H 0.015832 -2.422125 1.931786 -3.839 -2.452 -0.825
N 0.016296 0.971499 -0.383068 0.833 1.236 -0.249
O -0.883721 -1.148665 -0.637520 1.360 1.566 -0.276
```
Forces are in eV/Å.

Output
HOMO energy = -8.22 eV
Maximum force = 0.1130 Eh/bohr
Charge = 0
SMILES = C=CC(=O)NC
Kohn-Sham gap = 7.4626 eV
Lowest unoccupied orbital energy = -0.76 eV



The following is a DFT calculation (wB97M-V/def2-TZVPD) of C4H7NO in the gas phase.

```
13
Properties=species:S:1:pos:R:3:forces:R:3
C -0.292669 0.142955 1.633783 -0.033 0.003 0.025
C 0.242715 0.442956 0.240816 0.182 -0.058 0.167
C 0.716539 -0.803855 -0.534228 0.088 -0.071 0.206
O 0.205346 -0.601072 -1.866035 -0.001 0.024 -0.041
C -0.679610 0.415373 -1.741045 -0.208 0.172 -0.045
N -0.778021 1.034197 -0.643858 0.053 -0.190 -0.250
H -0.810300 1.021574 2.028171 0.090 -0.109 -0.035
H 0.520744 -0.116926 2.321701 -0.126 0.016 -0.137
H -1.002977 -0.691424 1.608708 0.074 0.145 -0.025
H 1.056016 1.177204 0.325070 -0.112 -0.093 -0.008
H 0.270525 -1.725490 -0.138219 0.064 0.136 -0.038
H 1.800114 -0.922038 -0.591261 -0.141 0.044 0.000
H -1.248424 0.626547 -2.643600 0.070 -0.018 0.182
```
Forces are in eV/Å.

Output
HOMO energy = -9.62 eV
Maximum force = 0.0062 Eh/bohr
Charge = 0
SMILES = C[C@H]1COC=N1
Kohn-Sham gap = 10.6583 eV
Lowest unoccupied orbital energy = 1.04 eV



The following is a DFT calculation (wB97M-V/def2-TZVPD) of a molecular structure, C4H7NO.

```
13
Properties=species:S:1:pos:R:3:forces:R:3
C 0.384812 0.057463 0.596837 0.599 0.658 -1.593
N 0.649428 0.632391 1.857046 0.077 -0.076 -0.108
C 1.326948 -0.141612 -0.399764 0.892 -1.341 0.996
C -0.922796 0.403339 -0.049129 -1.890 0.374 0.521
C -1.909393 -0.102494 -0.786170 0.266 -0.258 0.127
O 1.187078 -0.933474 -1.507117 -0.282 0.583 0.284
H 0.264096 -0.908867 -1.807537 -0.082 0.031 0.004
H 0.318006 1.586967 1.926617 -0.076 -0.052 -0.081
H 1.620779 0.553104 2.127613 -0.051 -0.081 -0.055
H 2.329943 0.246244 -0.285056 0.005 0.000 0.011
H -0.486036 -0.801281 0.497993 0.314 0.122 -0.039
H -2.124251 -1.160630 -0.941306 0.166 -0.022 -0.176
H -2.638615 0.568850 -1.230027 0.064 0.061 0.110
```
Forces are in eV/Å.

Output
HOMO energy (alpha / beta) = -6.98 / -6.95 eV
Maximum force = 0.0388 Eh/bohr
Charge = 0
Kohn-Sham gap (alpha / beta) = 7.2591 / 7.3022 eV
Lowest unoccupied orbital energy (alpha / beta) = 0.28 / 0.35 eV